[1]
Density functional theory data (ωB97M-V/def2-TZVPD) for a molecular structure, C23H37CdCl4F3O25S.

Each line ends with the Mulliken charge.
Positions of all 94 atoms, in Å:
Cd 1.136 -0.579 -2.203  2.524
S 0.196 0.124 0.142  -0.353
O -0.393 1.432 0.208  -0.414
O 0.161 -0.623 1.393  -0.685
O -0.436 -0.645 -0.995  -0.405
O 1.595 0.255 -0.335  -0.072
C 1.307 -0.426 4.754  -0.524
O 0.547 0.359 5.668  -0.278
C -0.600 -0.139 6.110  0.805
O -0.889 -1.303 6.134  -0.601
O -1.444 0.771 6.559  -0.295
C -1.008 2.031 7.075  -0.479
H 1.155 -1.493 4.909  0.437
H 2.351 -0.160 4.905  0.264
H 1.060 -0.222 3.710  0.044
H -0.601 2.716 6.333  0.115
H -0.213 1.859 7.801  0.344
H -1.867 2.507 7.535  0.243
C -4.826 -4.940 -4.955  -0.652
O -4.626 -4.596 -3.573  -0.339
C -3.396 -4.300 -3.175  0.756
O -2.397 -4.599 -3.786  -0.594
O -3.477 -3.653 -2.031  -0.304
C -2.281 -3.366 -1.340  -0.389
H -5.262 -5.932 -4.982  0.230
H -3.909 -4.884 -5.535  0.342
H -5.453 -4.139 -5.346  0.255
H -1.587 -2.790 -1.953  0.114
H -1.856 -4.288 -0.943  0.498
H -2.397 -2.710 -0.479  -0.121
C 1.319 3.353 -1.640  0.045
O 1.561 3.289 -3.063  -0.443
C 1.185 2.202 -3.684  0.830
O 0.778 1.153 -3.195  -0.517
O 1.284 2.387 -4.978  -0.402
C 0.940 1.334 -5.864  -0.693
H 2.024 2.708 -1.123  -0.069
H 0.291 3.082 -1.403  -0.092
H 1.452 4.396 -1.365  0.367
H -0.115 1.085 -5.750  0.300
H 1.577 0.449 -5.841  0.252
H 1.057 1.716 -6.877  0.277
C 4.499 -1.334 -0.590  -0.111
O 5.096 -0.524 -1.620  -0.392
C 4.359 0.037 -2.555  0.750
O 3.158 -0.121 -2.707  -0.644
O 5.167 0.713 -3.338  -0.389
C 4.615 1.780 -4.106  -0.642
H 4.211 -0.711 0.259  -0.061
H 5.262 -2.045 -0.291  0.381
H 3.622 -1.878 -0.935  0.064
H 4.171 2.561 -3.489  0.244
H 4.026 1.405 -4.940  0.283
H 5.444 2.331 -4.554  0.315
C -0.432 2.640 2.743  1.105
C -1.311 3.762 2.283  0.578
O -0.809 4.882 2.927  -0.379
C -0.247 4.463 4.084  0.416
O 0.024 5.133 5.015  -0.527
O 0.000 3.095 4.022  -0.266
F -2.635 3.606 2.661  -0.356
H 0.388 2.519 2.039  -0.818
H -1.018 1.723 2.760  0.002
H -1.308 3.829 1.190  0.145
C -3.478 0.898 -1.074  0.850
C -2.656 1.417 -2.251  1.580
O -3.503 2.304 -2.905  -0.453
C -4.758 2.184 -2.435  0.462
O -5.689 2.744 -2.901  -0.524
O -4.780 1.425 -1.321  -0.412
F -2.327 0.313 -3.023  -0.278
H -3.036 1.267 -0.143  -0.378
H -3.443 -0.184 -0.974  -0.138
H -1.762 1.976 -1.976  -0.535
C 1.082 -3.714 0.424  0.521
C 0.505 -4.257 1.744  0.535
O 1.590 -5.046 2.179  -0.370
C 2.749 -4.475 1.727  0.513
O 3.815 -4.619 2.219  -0.506
O 2.496 -3.726 0.644  -0.294
F -0.550 -5.058 1.420  -0.301
H 0.744 -2.683 0.315  -0.626
H 0.839 -4.279 -0.473  0.233
H 0.210 -3.511 2.480  0.216
C -3.126 -0.645 2.454  0.906
Cl -3.877 -2.043 1.583  -0.154
Cl -4.306 0.580 2.942  -0.164
H -2.654 -1.053 3.343  0.347
H -2.344 -0.214 1.839  -0.947
C 3.511 1.742 1.225  1.275
Cl 4.626 1.002 2.373  -0.173
Cl 3.645 3.523 1.256  -0.177
H 3.742 1.448 0.207  -0.441
H 2.505 1.398 1.421  -0.584

Calculated values
Maximum force   3.00 eV Å⁻¹
Highest occupied orbital energy   -10.41 eV
E   -149280.098 eV
Frontier orbital gap   0.311 hartree

***

[2]
Density functional theory data (ωB97M-V/def2-TZVPD) for a molecular structure, C20H37IIrN6OPSi.

Each line ends with the Mulliken spin population.
Positions of all 68 atoms, in Å:
Ir -0.020 -0.270 0.086  2.471
C -0.729 -0.058 3.940  0.008
C 0.664 -0.238 3.429  0.017
C 1.767 -0.304 4.329  0.257
C 3.056 -0.505 3.860  -0.053
C 3.264 -0.702 2.508  0.226
C 2.134 -0.674 1.644  -0.041
N 0.865 -0.377 2.140  0.165
N 2.106 -0.907 0.349  0.632
Si 3.281 -1.920 -0.638  -0.015
C 2.285 -2.487 -2.085  0.009
C 4.695 -0.853 -1.143  0.018
C 3.786 -3.335 0.433  0.016
H -1.046 -0.968 4.456  0.001
H -1.423 0.137 3.125  0.003
H -0.778 0.747 4.673  -0.005
H 1.579 -0.192 5.389  0.003
H 3.889 -0.524 4.550  0.004
H 4.250 -0.871 2.099  0.015
H 2.106 -1.676 -2.793  -0.003
H 1.325 -2.922 -1.790  0.000
H 2.844 -3.265 -2.612  0.000
H 4.376 0.006 -1.736  0.000
H 5.356 -1.460 -1.769  0.000
H 5.288 -0.493 -0.299  0.002
H 2.930 -3.887 0.829  0.002
H 4.425 -3.042 1.268  -0.003
H 4.364 -4.031 -0.183  0.000
I -0.783 -0.325 -2.650  0.087
C -1.659 -1.954 -1.692  0.051
C -2.438 -2.901 -2.307  -0.008
C -2.939 -3.919 -1.498  0.015
C -2.643 -3.933 -0.143  -0.006
C -1.847 -2.935 0.383  0.016
N -1.353 -1.950 -0.387  0.066
H -2.649 -2.861 -3.366  0.002
H -3.556 -4.694 -1.932  0.000
H -3.022 -4.711 0.505  0.000
H -1.581 -2.907 1.431  0.004
C 1.318 3.543 -1.967  0.005
N 0.922 4.088 -0.656  0.002
C 1.802 5.155 -0.149  0.001
P -0.370 3.497 0.077  -0.041
O -0.516 2.018 0.031  0.049
N -0.615 4.178 1.522  0.120
C -0.767 3.332 2.717  0.003
C -0.939 5.598 1.752  -0.003
N -1.759 4.093 -0.829  0.769
C -2.984 3.322 -0.888  -0.018
C -1.745 5.337 -1.569  -0.003
H 2.299 3.075 -1.889  0.001
H 1.370 4.341 -2.708  0.000
H 0.602 2.795 -2.306  -0.007
H 2.808 4.759 -0.016  0.001
H 1.455 5.530 0.809  -0.001
H 1.843 5.977 -0.864  0.000
H -0.618 2.289 2.458  -0.001
H -1.762 3.463 3.145  0.002
H -0.022 3.634 3.455  0.006
H -0.726 6.208 0.878  -0.001
H -0.334 5.973 2.577  0.001
H -1.992 5.705 2.015  0.000
H -2.948 2.490 -0.194  0.005
H -3.101 2.947 -1.912  0.047
H -3.831 3.981 -0.681  0.027
H -0.830 5.894 -1.402  0.007
H -2.629 5.925 -1.314  0.022
H -1.813 5.086 -2.637  0.046

Calculated values
Maximum force   0.55 eV Å⁻¹
Highest occupied orbital energy (spin up / spin down)   -16.18 / -17.26 eV
Total charge   +3
E   -60408.943 eV
2S+1   6
Frontier orbital gap (spin up / spin down)   0.308 / 0.213 hartree